{"formula": "C19H28N4OS", "method": "ωB97M-V with the def2-TZVPD basis set", "homo_energy_ev": -7.870, "e_above_lowest_ev": 0.032, "molar_mass_da": 360.5, "symbols": ["C", "O", "C", "C", "C", "N", "C", "S", "N", "C", "C", "C", "C", "C", "N", "C", "C", "C", "C", "C", "C", "C", "C", "N", "C", "H", "H", "H", "H", "H", "H", "H", "H", "H", "H", "H", "H", "H", "H", "H", "H", "H", "H", "H", "H", "H", "H", "H", "H", "H", "H", "H", "H"], "coordinates": [[2.995283, 4.338345, -0.459833], [2.251396, 3.288704, 0.093941], [1.067966, 3.014740, -0.615712], [0.343150, 1.848603, 0.040479], [-0.062710, 2.168712, 1.481841], [-0.939208, 1.165371, 2.041026], [-0.478742, -0.000530, 2.552691], [1.149376, -0.280234, 2.715371], [-1.387921, -0.890630, 3.030617], [-2.820779, -0.681326, 3.031149], [-3.475436, -1.318032, 1.803437], [-3.090649, -2.794925, 1.710091], [-1.569522, -2.970165, 1.784890], [-0.892169, -2.370851, 0.593216], [-1.485472, -1.716117, -0.364420], [-0.489531, -1.313474, -1.219677], [-0.545839, -0.566935, -2.389381], [0.634803, -0.260286, -3.039261], [0.593407, 0.552084, -4.300253], [1.876088, -0.697609, -2.531077], [3.143948, -0.339419, -3.246525], [1.940155, -1.453601, -1.373769], [0.755771, -1.755757, -0.726418], [0.461378, -2.451850, 0.417069], [-1.052181, -2.294242, 3.071564], [3.301093, 4.112705, -1.490188], [2.422994, 5.275896, -0.464614], [3.879683, 4.456993, 0.162421], [1.304187, 2.757132, -1.660849], [0.421644, 3.909520, -0.626469], [-0.541030, 1.606668, -0.553410], [1.002126, 0.980465, 0.044233], [-0.588828, 3.126592, 1.523500], [0.834385, 2.227708, 2.099736], [-1.871432, 1.158723, 1.654571], [-3.205631, -1.164160, 3.937907], [-3.047795, 0.383026, 3.107985], [-3.134848, -0.823238, 0.893563], [-4.559497, -1.218053, 1.873373], [-3.547882, -3.349762, 2.533181], [-3.457046, -3.203996, 0.768901], [-1.323460, -4.037974, 1.827847], [-1.496853, -0.233359, -2.776084], [1.167193, 1.471955, -4.188653], [-0.430969, 0.813723, -4.552861], [1.022148, -0.004690, -5.133059], [3.264797, 0.742326, -3.297167], [3.133780, -0.720067, -4.267582], [4.004970, -0.755944, -2.730542], [2.888889, -1.784809, -0.978639], [1.132619, -2.812263, 1.074219], [-1.527798, -2.748706, 3.945431], [0.029999, -2.386988, 3.172193]], "forces_ev_per_angstrom": [[0.0, 0.1, 0.0], [-0.1, -0.2, 0.2], [-0.3, -0.2, -0.1], [0.2, 0.4, 0.1], [0.4, 0.2, -0.3], [-0.5, -0.3, 0.1], [0.0, 0.3, 0.3], [0.9, 0.1, 0.1], [-0.1, 0.1, -0.1], [-0.4, 0.1, -0.2], [-0.1, 0.0, 0.2], [0.1, 0.1, -0.3], [-0.2, -0.1, 0.3], [0.1, -0.2, 0.0], [-0.4, -0.1, 0.1], [0.8, -0.2, 0.2], [0.1, -0.1, 0.1], [-0.2, 0.1, 0.0], [0.0, 0.0, 0.0], [0.1, -0.1, 0.2], [-0.1, 0.0, 0.0], [0.0, 0.0, 0.0], [-0.4, 0.3, -0.4], [-0.1, -0.2, -0.1], [0.3, -0.4, -0.1], [0.0, 0.0, 0.0], [0.0, 0.0, 0.0], [0.0, 0.1, -0.1], [0.0, 0.1, 0.1], [0.1, 0.0, 0.0], [0.0, 0.0, 0.0], [-0.1, -0.1, 0.0], [0.0, 0.0, 0.0], [-0.2, 0.1, 0.0], [0.0, 0.0, 0.1], [0.0, 0.1, 0.0], [0.0, -0.1, 0.1], [-0.1, 0.0, 0.1], [0.0, 0.0, 0.0], [0.0, -0.1, 0.0], [-0.1, -0.1, 0.0], [0.0, 0.1, 0.0], [-0.1, 0.1, -0.1], [0.0, 0.1, -0.1], [0.0, 0.0, -0.1], [0.0, 0.0, -0.1], [0.1, 0.1, -0.1], [0.1, 0.0, -0.1], [0.1, 0.0, 0.0], [0.2, 0.0, 0.0], [-0.1, 0.1, 0.1], [0.0, 0.0, 0.0], [-0.2, 0.0, 0.1]], "lowdin_charge": [-0.12, -0.18, -0.24, -0.16, -0.22, 0.01, -0.78, 0.70, -0.12, -0.15, -0.17, -0.15, -0.21, -0.30, 0.18, -0.23, 0.01, -0.25, -0.05, -0.24, -0.05, 0.02, -0.20, 0.16, -0.16, 0.09, 0.09, 0.09, 0.12, 0.13, 0.11, 0.09, 0.13, 0.08, 0.13, 0.13, 0.12, 0.09, 0.11, 0.12, 0.12, 0.15, 0.12, 0.07, 0.07, 0.08, 0.08, 0.08, 0.08, 0.12, 0.15, 0.13, 0.06]}

{"formula": "C19H28NO2", "method": "ωB97M-V with the def2-TZVPD basis set", "homo_energy_ev": -9.564, "charge": 1, "e_above_lowest_ev": 1.545, "molar_mass_da": 302.4, "symbols": ["C", "O", "C", "C", "C", "C", "C", "O", "C", "C", "C", "H", "H", "H", "H", "H", "H", "H", "H", "H", "H", "H", "C", "C", "C", "C", "N", "C", "C", "C", "C", "C", "C", "H", "H", "H", "H", "H", "H", "H", "H", "H", "H", "H", "H", "H", "H", "H", "H", "H"], "coordinates": [[3.758781, -0.950582, 3.759055], [3.047154, 0.301800, 3.885793], [1.719544, 0.288340, 3.582793], [1.096934, 1.548666, 3.408841], [-0.169810, 1.610384, 2.887927], [-0.874461, 0.413803, 2.586725], [-2.227515, 0.510743, 2.173618], [-3.046368, -0.486098, 2.471315], [-4.196308, -0.272628, 3.320332], [-0.276678, -0.851455, 2.827673], [0.997632, -0.912186, 3.341372], [4.809127, -0.666687, 3.793237], [3.515628, -1.615398, 4.599822], [3.520384, -1.443524, 2.804789], [1.670570, 2.438405, 3.665647], [-0.672214, 2.563850, 2.713347], [-2.653217, 1.490646, 1.905276], [-4.645112, -1.262301, 3.413314], [-3.889228, 0.092775, 4.308668], [-4.889405, 0.444294, 2.857018], [-0.837853, -1.760761, 2.618498], [1.470014, -1.878033, 3.523090], [-1.274320, 0.795559, -3.266523], [-2.373615, -0.008037, -3.962699], [-3.753288, 0.172627, -3.320620], [-3.726660, 0.386925, -1.816174], [-4.940279, 0.555381, -1.244122], [-6.194848, 0.484699, -1.960531], [-7.282400, 0.754027, -0.907823], [-6.556760, 1.181257, 0.378908], [-5.057077, 1.013738, 0.110968], [-2.555232, 0.452777, -1.087282], [-1.222045, 0.534876, -1.742009], [-0.305650, 0.559034, -3.718854], [-1.453468, 1.862753, -3.441107], [-2.430089, 0.274434, -5.023071], [-2.120066, -1.074130, -3.934351], [-4.247861, 1.030585, -3.809572], [-4.379438, -0.700319, -3.564695], [-6.246076, 1.241108, -2.761616], [-6.340978, -0.494432, -2.441637], [-7.955514, 1.540602, -1.261368], [-7.868272, -0.156075, -0.741647], [-6.759659, 2.230044, 0.613917], [-6.850912, 0.571791, 1.237946], [-4.603360, 0.298266, 0.801411], [-4.515486, 1.962810, 0.261163], [-2.569250, 0.445469, 0.005040], [-0.661444, -0.395112, -1.558808], [-0.625120, 1.330321, -1.273564]], "forces_ev_per_angstrom": [[0.0, 0.0, 0.2], [-1.9, -0.3, -0.4], [1.1, -0.1, -0.3], [0.2, 0.0, 0.2], [0.1, 0.0, -0.3], [-0.7, -0.2, -0.9], [-0.2, -0.2, 2.5], [1.4, 0.4, -0.6], [-0.6, 0.4, -0.2], [0.3, 0.1, 0.5], [0.1, -0.1, -0.2], [-0.1, -0.1, 0.0], [0.1, 0.2, -0.2], [0.1, 0.2, 0.3], [-0.2, -0.2, -0.1], [0.3, -0.2, 0.0], [0.0, -0.4, 0.0], [0.0, 0.3, -0.1], [0.2, -0.1, -0.3], [0.2, -0.3, 0.2], [0.2, 0.2, 0.0], [-0.2, 0.3, -0.1], [-0.2, 0.1, 0.3], [0.1, -0.3, 0.1], [0.1, 0.4, -0.2], [1.7, 0.1, 0.3], [-0.5, -0.1, 0.4], [-0.5, 0.2, -0.4], [-0.1, -0.2, -0.1], [0.1, 0.2, 0.1], [-0.1, 0.0, 0.2], [-1.4, 0.0, -1.1], [0.7, -0.4, -0.4], [-0.1, 0.1, 0.1], [0.0, -0.1, 0.1], [0.0, -0.1, 0.3], [0.1, 0.1, 0.0], [0.1, -0.2, 0.3], [0.1, 0.2, 0.2], [0.1, -0.2, 0.2], [0.1, 0.2, 0.2], [0.0, -0.2, 0.1], [0.0, 0.3, 0.0], [-0.1, -0.2, 0.1], [-0.1, 0.1, -0.1], [-0.1, -0.2, -0.1], [0.1, 0.0, -0.2], [-0.2, 0.1, -0.4], [0.0, 0.1, -0.1], [-0.1, -0.1, -0.1]], "lowdin_charge": [-0.03, -0.04, -0.20, 0.04, 0.02, -0.17, -0.02, -0.08, 0.01, 0.04, 0.02, 0.10, 0.11, 0.10, 0.14, 0.14, 0.15, 0.11, 0.11, 0.09, 0.14, 0.12, -0.19, -0.19, -0.13, -0.23, -0.10, -0.15, -0.14, -0.15, -0.18, -0.06, -0.22, 0.11, 0.11, 0.11, 0.11, 0.12, 0.12, 0.12, 0.12, 0.11, 0.11, 0.11, 0.10, 0.08, 0.13, 0.04, 0.10, 0.10]}

{"formula": "C19H28O", "method": "ωB97M-V with the def2-TZVPD basis set", "homo_energy_ev": -8.775, "e_above_lowest_ev": 0.000, "molar_mass_da": 272.4, "symbols": ["C", "C", "C", "C", "C", "C", "C", "C", "C", "C", "C", "C", "O", "C", "C", "C", "C", "C", "C", "C", "H", "H", "H", "H", "H", "H", "H", "H", "H", "H", "H", "H", "H", "H", "H", "H", "H", "H", "H", "H", "H", "H", "H", "H", "H", "H", "H", "H"], "coordinates": [[0.753632, -0.475642, -3.538177], [-0.671484, -0.243595, -2.927218], [-1.729724, -0.750359, -3.891997], [-2.091014, -2.016095, -3.615729], [-1.446958, -2.437890, -2.382281], [-1.023371, -1.128344, -1.692971], [0.011167, -0.979938, -0.581542], [-0.251074, -2.058728, 0.503256], [0.738735, -1.856535, 1.596842], [0.706142, -0.399198, 2.193396], [0.535423, -0.298775, 3.518180], [0.054510, 0.991223, 4.077488], [0.143237, 1.022012, 5.536881], [0.595207, 2.194750, 3.460533], [0.337864, 2.166650, 1.970141], [0.740041, 0.803576, 1.224346], [2.173804, 1.090772, 0.890569], [-0.166920, 0.527308, -0.038097], [0.040136, 1.497508, -1.207106], [-0.899701, 1.145458, -2.420254], [0.975155, -1.431295, -3.944041], [0.868844, 0.241923, -4.294711], [1.629714, -0.324460, -2.901096], [-2.182849, -0.146026, -4.712344], [-2.722594, -2.634658, -4.298605], [-0.612896, -3.052565, -2.630289], [-2.095747, -3.025614, -1.742175], [-1.970087, -0.820957, -1.182430], [1.031319, -1.085721, -0.973373], [-1.207321, -1.942056, 0.934269], [-0.226190, -3.171991, 0.202963], [1.747091, -2.092468, 1.190661], [0.448978, -2.487667, 2.421982], [0.508504, -1.086424, 4.202670], [-1.066341, 1.036640, 3.849822], [-0.542682, 1.604677, 5.933053], [1.722369, 2.199194, 3.574386], [0.218747, 3.096436, 3.954738], [0.873503, 2.976377, 1.426032], [-0.723172, 2.450731, 1.680144], [2.743135, 1.287879, 1.746027], [2.216859, 1.887915, 0.094448], [2.582241, 0.279797, 0.476301], [-1.176317, 0.574104, 0.230779], [0.026949, 2.577836, -0.867331], [1.037069, 1.281576, -1.655345], [-0.657861, 1.792835, -3.232298], [-1.996071, 1.219827, -2.160498]], "forces_ev_per_angstrom": [[-0.3, 0.3, 1.6], [-0.6, -1.1, 1.2], [-0.8, 0.0, -1.0], [-0.7, 1.5, -1.9], [0.5, -1.0, 1.8], [0.0, -0.3, -0.6], [-0.7, -0.4, 0.1], [1.0, -0.5, -0.9], [1.3, 1.5, 0.8], [-0.4, -1.4, -0.4], [-0.3, 1.9, -1.5], [-2.9, 0.0, 1.8], [0.0, 0.0, -0.2], [2.5, 1.0, -0.8], [-1.7, 0.4, -2.2], [-1.1, 0.9, 1.4], [-1.5, 2.2, -1.6], [2.3, -1.4, -0.2], [0.4, -0.3, -0.8], [-0.4, 1.1, 1.0], [-0.6, -1.1, -0.5], [0.1, 1.0, -1.4], [-0.4, 0.3, 0.5], [0.8, -0.5, 0.5], [0.5, 0.5, 1.0], [1.0, -0.8, 0.0], [-0.1, -0.3, 0.1], [0.4, 0.4, -0.8], [-0.1, -0.1, 0.1], [-1.5, 0.4, 0.3], [0.2, 1.8, -0.2], [-0.4, 0.0, 0.5], [0.5, -0.5, 0.3], [0.0, -1.5, 0.7], [1.0, -0.3, 0.2], [0.7, -0.6, -0.8], [-1.0, 0.1, 0.2], [0.0, -0.1, -0.2], [0.0, -0.4, 0.6], [0.7, -0.6, 0.8], [0.7, 0.8, 1.3], [0.2, -0.5, 1.1], [1.9, -3.4, -1.8], [-1.7, 0.2, 0.9], [-0.2, -1.2, -0.6], [-0.3, 0.5, 0.6], [-0.1, 1.1, -0.5], [1.1, 0.2, -0.3]], "lowdin_charge": [0.00, -0.45, -0.04, -0.09, -0.17, -0.23, -0.20, -0.16, -0.15, -0.11, 0.02, -0.40, -0.06, -0.17, -0.13, -0.35, -0.04, -0.18, -0.12, -0.14, 0.08, 0.07, 0.07, 0.12, 0.12, 0.11, 0.11, 0.16, 0.14, 0.11, 0.15, 0.13, 0.10, 0.10, 0.17, 0.10, 0.14, 0.12, 0.11, 0.13, 0.08, 0.11, 0.04, 0.12, 0.13, 0.10, 0.10, 0.14]}

{"formula": "C19H29ClN2O3S", "method": "ωB97M-V with the def2-TZVPD basis set", "homo_energy_ev": -9.540, "e_above_lowest_ev": 0.179, "molar_mass_da": 401.0, "symbols": ["C", "C", "C", "C", "C", "N", "C", "O", "C", "C", "C", "C", "C", "N", "S", "O", "O", "C", "C", "C", "C", "Cl", "C", "C", "C", "C", "H", "H", "H", "H", "H", "H", "H", "H", "H", "H", "H", "H", "H", "H", "H", "H", "H", "H", "H", "H", "H", "H", "H", "H", "H", "H", "H", "H", "H"], "coordinates": [[1.843513, 3.490412, -2.206903], [1.236524, 2.604525, -1.121444], [-0.246117, 2.931855, -0.949074], [1.959022, 2.774566, 0.219722], [3.392267, 2.231781, 0.243299], [3.447095, 0.815852, -0.051294], [3.123236, -0.112159, 0.878395], [2.923348, 0.183030, 2.038495], [3.093968, -1.548277, 0.347971], [2.137760, -1.711420, -0.838784], [0.700664, -1.443523, -0.405135], [0.274481, -2.435052, 0.676813], [-1.177987, -2.197465, 1.127118], [-2.195497, -2.915475, 0.391422], [-2.876115, -2.306071, -0.999914], [-1.908730, -1.866161, -1.969124], [-3.829202, -3.292379, -1.409897], [-3.709152, -0.868113, -0.346150], [-4.837283, -1.045416, 0.430704], [-5.484209, 0.060440, 0.953392], [-4.981300, 1.328180, 0.687167], [-5.782783, 2.707982, 1.336461], [-3.848260, 1.504828, -0.095677], [-3.211144, 0.391356, -0.616237], [1.226568, -2.321846, 1.870134], [2.683412, -2.521877, 1.455704], [1.297981, 3.370764, -3.140260], [1.792382, 4.536734, -1.912711], [2.884543, 3.236879, -2.391080], [1.316267, 1.557884, -1.435748], [-0.781366, 2.780808, -1.884017], [-0.370785, 3.969170, -0.644767], [-0.692485, 2.295092, -0.187950], [1.399447, 2.247607, 0.995195], [1.984492, 3.832686, 0.486780], [4.028486, 2.758460, -0.469310], [3.797196, 2.368316, 1.249609], [3.544323, 0.541903, -1.014122], [4.115742, -1.784927, 0.024920], [2.406009, -1.047706, -1.663675], [2.217440, -2.734845, -1.213264], [0.628993, -0.430312, -0.000630], [0.031494, -1.520806, -1.261866], [0.341556, -3.451024, 0.268185], [-1.283636, -2.488319, 2.178498], [-1.430616, -1.137875, 1.046859], [-2.044461, -3.909168, 0.320792], [-5.198069, -2.045879, 0.604876], [-6.369463, -0.051325, 1.559120], [-3.476410, 2.497637, -0.294007], [-2.336220, 0.481234, -1.240516], [1.125342, -1.334689, 2.321421], [0.966050, -3.066530, 2.625762], [3.323082, -2.366855, 2.325551], [2.828608, -3.544477, 1.099198]], "forces_ev_per_angstrom": [[-0.1, -0.3, 0.1], [-0.1, 0.3, 0.2], [0.2, -0.2, -0.1], [0.1, -0.3, -0.2], [-0.2, 0.2, 0.3], [0.1, 0.2, -0.4], [0.3, -0.4, -0.5], [-0.1, 0.1, 0.4], [0.0, -0.3, 0.1], [0.0, 0.3, 0.1], [0.1, -0.4, -0.3], [-0.1, 0.3, 0.2], [0.4, 0.1, 0.1], [-0.5, 0.2, -0.7], [0.1, -0.2, 0.5], [-0.2, 0.2, 0.2], [-0.2, -0.1, 0.1], [0.4, -0.4, -0.3], [-0.1, 0.0, 0.1], [0.1, 0.0, 0.0], [0.2, -0.2, -0.2], [-0.1, 0.2, 0.1], [-0.1, 0.0, 0.1], [0.1, 0.0, -0.1], [0.0, -0.2, -0.2], [0.0, 0.3, 0.2], [0.0, 0.0, -0.1], [0.0, 0.2, 0.0], [0.1, 0.0, -0.1], [0.0, 0.0, 0.0], [-0.1, 0.0, -0.1], [-0.1, 0.1, 0.0], [-0.1, -0.1, 0.1], [0.0, 0.0, 0.1], [-0.1, 0.1, 0.1], [0.0, 0.0, 0.1], [0.1, 0.1, -0.2], [0.0, -0.1, 0.1], [-0.1, 0.0, 0.0], [0.0, -0.1, -0.1], [0.0, 0.0, -0.1], [-0.1, 0.2, 0.0], [0.1, 0.1, 0.1], [0.0, 0.0, 0.0], [0.0, 0.1, -0.1], [0.1, 0.1, 0.2], [-0.2, -0.2, -0.2], [-0.1, -0.1, 0.1], [-0.1, 0.0, 0.0], [0.0, 0.1, 0.0], [0.1, 0.1, -0.1], [-0.1, 0.0, 0.1], [-0.1, 0.0, 0.1], [0.0, -0.1, 0.0], [0.0, 0.0, 0.0]], "lowdin_charge": [-0.07, -0.44, -0.08, -0.16, -0.17, 0.07, -0.47, 0.07, -0.23, -0.14, -0.15, -0.30, -0.19, -0.13, 0.66, -0.30, -0.29, -0.28, -0.04, -0.08, -0.66, 0.69, -0.09, -0.06, -0.16, -0.15, 0.08, 0.08, 0.07, 0.12, 0.08, 0.08, 0.06, 0.11, 0.12, 0.11, 0.12, 0.13, 0.15, 0.10, 0.12, 0.12, 0.09, 0.15, 0.13, 0.12, 0.11, 0.12, 0.11, 0.10, 0.11, 0.12, 0.12, 0.12, 0.12]}